No. 1
Formula: C29H74AsF6N6O6
Source: the Open Molecules 2025 dataset
Level of theory: ωB97M-V/def2-TZVPD

Geometry as XYZ:
```
122
Properties=species:S:1:pos:R:3
As -19.217 13.232 3.205
F -19.529 14.447 4.465
F -20.577 12.338 3.797
F -18.906 11.959 2.003
F -17.776 14.136 2.706
F -18.260 12.334 4.391
F -20.311 14.059 2.121
C -12.483 9.271 3.559
C -13.907 9.098 4.148
C -14.784 10.320 3.821
C -15.591 10.162 2.526
C -16.391 8.810 2.604
C -15.386 7.677 2.630
N -14.560 7.800 3.860
O -13.737 6.675 4.042
C -16.100 6.296 2.578
C -14.506 7.679 1.364
C -13.814 9.093 5.711
H -12.542 9.854 2.635
H -12.021 8.307 3.356
H -11.828 9.903 4.160
H -15.531 10.474 4.607
H -14.191 11.233 3.888
H -14.774 10.186 1.801
H -16.269 10.995 2.349
H -17.130 8.673 1.816
H -16.922 8.765 3.559
H -16.477 6.181 1.565
H -15.383 5.548 2.907
H -16.880 6.347 3.340
H -13.686 8.395 1.472
H -13.889 6.778 1.291
H -15.096 7.940 0.489
H -13.153 8.285 6.035
H -14.816 8.998 6.108
H -13.276 9.985 6.042
H -13.145 6.715 3.274
C -17.624 9.862 9.793
C -17.715 9.919 8.265
C -17.286 11.274 7.686
O -18.007 12.286 8.391
C -18.094 13.550 7.737
N -16.926 8.828 7.683
H -18.554 10.247 10.207
H -16.745 10.382 10.180
H -17.449 8.856 10.184
H -18.780 9.815 8.037
H -17.603 11.332 6.640
H -16.197 11.380 7.685
H -18.655 14.238 8.361
H -18.407 13.533 6.692
H -17.081 13.957 7.616
H -17.075 7.947 8.145
H -16.823 8.717 6.688
C -16.017 14.460 0.212
C -16.160 13.030 -0.372
C -17.172 12.930 -1.537
O -16.588 13.588 -2.641
C -17.312 13.287 -3.840
N -14.821 12.667 -0.863
H -15.693 15.234 -0.479
H -15.505 14.454 1.177
H -16.990 14.760 0.622
H -16.391 12.365 0.460
H -18.155 13.294 -1.222
H -17.302 11.885 -1.847
H -18.355 13.553 -3.657
H -17.161 12.215 -4.003
H -16.947 13.786 -4.735
H -14.153 13.119 -0.254
H -14.698 13.051 -1.791
C -19.772 17.621 2.616
C -21.120 17.189 3.251
C -21.911 18.426 3.618
O -23.307 18.054 3.764
C -23.947 19.194 4.337
N -21.805 16.444 2.142
H -19.037 16.826 2.757
H -19.439 18.479 3.215
H -19.789 17.877 1.560
H -21.072 16.530 4.114
H -21.811 19.146 2.796
H -21.498 18.875 4.528
H -25.016 19.100 4.127
H -23.770 20.164 3.860
H -23.727 19.181 5.406
H -21.626 17.047 1.341
H -21.129 15.690 1.965
C -20.843 9.852 -0.284
C -20.679 11.086 -1.215
C -21.574 10.998 -2.441
O -21.268 9.922 -3.319
C -20.042 10.032 -3.963
N -21.040 12.214 -0.370
H -20.591 8.971 -0.883
H -21.785 9.754 0.255
H -20.114 9.798 0.529
H -19.594 11.127 -1.363
H -21.584 11.889 -3.079
H -22.586 10.897 -2.048
H -19.910 10.659 -4.854
H -19.783 9.048 -4.368
H -19.201 10.277 -3.307
H -20.334 12.444 0.319
H -21.076 13.055 -0.945
C -24.813 12.365 4.587
C -24.547 13.853 4.382
C -23.521 14.390 5.401
O -23.429 15.792 5.209
C -22.831 16.348 6.369
N -23.956 14.034 3.043
H -25.698 12.044 4.032
H -24.954 12.028 5.619
H -23.995 11.751 4.208
H -25.420 14.478 4.572
H -22.545 13.906 5.421
H -24.029 14.124 6.341
H -23.346 16.222 7.326
H -22.626 17.416 6.276
H -21.832 15.894 6.380
H -23.061 13.552 3.014
H -24.404 13.368 2.409
```

Computed properties:
DFT total energy: -129642.3298 eV
Kohn-Sham gap: 0.3015 Eh
spin multiplicity: 1
HOMO energy: -5.883 eV
charge: -1


No. 2
Formula: C29H80F12N12O33S12
Source: the Open Molecules 2025 dataset
Level of theory: ωB97M-V/def2-TZVPD

Geometry as XYZ:
```
178
Properties=species:S:1:pos:R:3
C 4.879 0.931 2.346
C 5.818 -0.103 2.947
C 7.318 0.131 2.829
O 7.952 -0.586 3.828
C 8.855 -1.641 3.431
N 5.525 -0.215 4.421
H 6.332 -0.505 4.954
H 5.247 0.740 4.688
H 4.748 -0.867 4.631
H 3.837 0.815 2.606
H 5.000 0.924 1.265
H 5.204 1.953 2.656
H 5.551 -1.041 2.424
H 7.546 1.189 2.949
H 7.579 -0.124 1.810
H 8.293 -2.355 2.893
H 9.216 -2.190 4.286
H 9.720 -1.226 2.898
C -7.632 0.725 -2.582
C -6.557 -0.006 -3.352
C -5.945 0.854 -4.413
O -4.918 0.106 -5.049
C -4.230 0.835 -6.056
N -5.417 -0.228 -2.381
H -4.649 -0.501 -2.978
H -5.063 0.660 -2.007
H -5.601 -0.893 -1.632
H -7.814 0.267 -1.580
H -8.527 0.616 -3.158
H -7.426 1.791 -2.518
H -6.927 -1.004 -3.640
H -5.540 1.694 -3.856
H -6.685 1.180 -5.119
H -3.309 0.339 -6.318
H -4.028 1.842 -5.779
H -4.801 0.770 -6.984
C -4.002 1.893 6.132
C -2.885 0.946 5.913
O -2.707 -0.050 6.476
N -1.793 1.294 4.961
H -2.000 0.928 3.991
H -1.656 2.301 4.808
C -0.444 0.780 5.331
H -4.797 1.210 6.452
H -4.312 2.221 5.124
H -3.822 2.759 6.772
H -0.445 -0.310 5.342
H -0.190 1.152 6.338
H 0.241 1.200 4.637
C -2.032 0.739 -3.671
O -1.213 0.998 -2.602
C -1.950 0.986 -1.405
C -0.833 1.036 -0.385
N 0.025 -0.139 -0.626
H -0.570 -1.022 -0.557
H 0.257 -0.124 -1.640
C 1.294 -0.227 0.126
C 1.159 -0.726 1.556
O 0.347 -1.871 1.612
C -0.077 -2.115 2.945
H -1.393 0.749 -4.561
H -2.746 1.559 -3.844
H -2.484 -0.252 -3.475
H -2.447 0.007 -1.315
H -2.622 1.815 -1.296
H -1.352 1.000 0.567
H -0.200 1.933 -0.479
H 1.796 0.740 0.045
H 1.996 -0.892 -0.376
H 0.772 0.008 2.286
H 2.185 -0.932 1.913
H -0.554 -1.204 3.322
H 0.737 -2.350 3.633
H -0.845 -2.895 2.988
C 5.295 6.759 -3.375
O 4.058 6.041 -3.644
C 3.635 6.315 -4.991
C 2.697 5.140 -5.318
N 1.589 5.168 -4.379
H 1.976 5.393 -3.458
H 0.849 5.862 -4.584
C 0.909 3.785 -4.171
C -0.607 4.102 -3.904
O -0.777 5.236 -3.096
C -0.572 4.859 -1.709
H 5.563 6.655 -2.327
H 5.070 7.839 -3.480
H 6.069 6.344 -4.010
H 4.429 6.348 -5.759
H 3.085 7.279 -4.945
H 3.231 4.163 -5.152
H 2.233 5.081 -6.333
H 1.418 3.305 -3.371
H 1.038 3.266 -5.123
H -1.192 3.228 -3.530
H -1.056 4.452 -4.836
H -1.313 4.126 -1.445
H -0.775 5.750 -1.063
H 0.419 4.405 -1.536
C 0.480 -8.694 3.934
O 0.563 -7.978 2.764
C -0.130 -6.757 2.949
C -0.520 -6.272 1.582
N 0.641 -6.117 0.700
H 1.209 -6.945 0.992
H 0.349 -6.299 -0.231
C 1.443 -4.865 0.900
C 2.912 -5.279 0.510
O 3.065 -6.702 0.964
C 3.880 -6.943 2.147
H -0.493 -9.219 4.073
H 0.723 -8.048 4.810
H 1.291 -9.450 3.893
H 0.513 -6.115 3.566
H -1.075 -6.937 3.432
H -0.961 -5.290 1.741
H -1.106 -7.047 1.110
H 1.510 -4.640 1.989
H 1.092 -3.983 0.432
H 3.520 -4.630 1.125
H 3.094 -5.242 -0.566
H 4.147 -8.003 2.033
H 3.262 -6.848 3.023
H 4.875 -6.467 2.095
N 3.996 -2.575 5.501
S 4.134 -3.545 4.337
O 4.073 -2.855 3.095
O 3.243 -4.637 4.476
F 5.629 -4.112 4.470
S 2.769 -1.809 6.000
O 3.155 -1.140 7.200
O 1.562 -2.559 5.822
F 2.615 -0.729 4.739
N -1.427 -4.362 -1.630
S -2.548 -3.359 -1.103
O -3.849 -3.958 -1.170
O -2.239 -1.961 -1.368
F -2.201 -3.514 0.454
S -0.169 -3.481 -2.392
O 0.551 -2.631 -1.410
O -0.019 -3.135 -3.766
F 0.769 -4.911 -2.268
N -1.137 3.541 3.304
S 0.280 3.497 2.495
O 0.351 3.747 1.023
O 1.194 2.505 3.103
F 0.790 4.964 3.061
S -2.345 3.756 2.392
O -3.526 3.404 3.089
O -2.209 3.414 1.029
F -2.444 5.292 2.380
N -5.558 5.216 -3.620
S -6.786 4.922 -4.558
O -6.803 3.658 -5.100
O -7.185 6.010 -5.303
F -7.866 4.750 -3.353
S -4.183 4.626 -3.681
O -3.618 4.293 -5.034
O -3.766 3.634 -2.658
F -3.470 5.951 -3.073
N -4.812 -1.096 1.444
S -5.983 -1.982 0.993
O -6.161 -3.245 1.525
O -6.161 -1.998 -0.438
F -7.276 -1.157 1.543
S -3.841 -1.319 2.603
O -2.610 -0.524 2.321
O -3.783 -2.537 3.304
F -4.406 -0.365 3.796
N 3.274 1.181 -4.412
S 4.175 1.267 -5.667
O 3.877 2.398 -6.488
O 4.508 0.035 -6.243
F 5.554 1.537 -4.948
S 1.865 0.677 -4.056
O 0.921 0.880 -5.146
O 1.623 1.106 -2.636
F 1.926 -0.922 -3.905
```

Computed properties:
DFT total energy: -279442.2414 eV
Kohn-Sham gap: 0.3246 Eh
spin multiplicity: 1
HOMO energy: -9.374 eV